1.
The following is a DFT calculation (the ωB97M-V functional and the def2-TZVPD basis) of a structure of composition C42H35GeN5OTc.

Each line ends with the Mulliken charge.
Geometry (Å):
C: -0.777 -2.678 2.605  -0.3480
C: -5.221 -0.085 -3.243  -0.5810
H: 0.500 -5.810 2.567  0.5012
H: 1.415 -2.294 -2.956  0.4860
C: -0.761 4.705 -1.073  -0.7597
H: 2.408 -4.504 1.557  0.6297
C: -0.430 3.309 0.845  -0.2184
H: -5.046 1.957 -2.600  0.4564
C: -2.532 0.503 2.617  -0.8480
H: -1.651 -2.113 2.896  0.5076
H: 1.973 -4.685 -2.892  0.4911
H: -5.124 -2.157 -3.785  0.4485
H: 0.452 2.964 -4.987  0.5661
H: -1.912 4.844 0.741  0.5200
C: -1.029 -3.370 -0.846  -0.3598
H: 0.525 4.360 -2.765  0.6090
C: -0.435 -0.127 0.185  1.4579
H: -1.305 5.505 -1.561  0.4925
C: 5.395 0.956 0.266  -0.7221
C: 1.142 -4.313 -2.307  -0.7693
N: 2.446 -1.929 1.212  -1.4092
H: -2.844 -2.471 -2.912  0.3962
C: 3.199 0.217 0.760  -0.0398
H: -1.898 -3.018 -0.296  0.6374
C: -1.115 4.327 0.224  -0.9964
O: 1.339 0.423 3.671  -0.2761
H: 0.766 2.297 4.370  0.2944
H: -1.131 1.526 -3.772  0.5034
C: 1.781 0.403 -2.420  -0.3160
C: 4.533 -0.084 0.587  -0.7012
H: 2.262 0.455 3.956  0.3396
H: -1.541 -4.563 3.268  0.4937
C: -4.561 0.991 -2.658  -0.8067
C: 1.348 -2.673 1.713  -0.1688
H: 0.594 -6.251 -1.574  0.4699
H: -1.343 -5.417 -0.283  0.5647
H: 1.782 2.544 -1.667  0.3744
C: 0.283 4.071 -1.752  -1.0285
H: 5.612 3.063 -0.083  0.5124
C: -3.321 -1.502 -2.829  -0.5551
N: -1.229 0.652 2.945  0.7934
C: 0.651 2.690 0.183  0.4654
Tc: 0.374 0.091 1.634  -1.4725
C: -1.889 1.160 5.183  -0.8424
C: 1.485 -4.029 1.863  -0.4844
H: 3.737 1.122 -2.943  0.5598
C: 2.188 2.158 -4.014  -0.5518
H: 2.170 -0.343 -1.733  0.5775
Ge: -0.841 -0.643 -1.735  2.4482
H: -6.218 0.049 -3.641  0.4274
C: -0.917 0.990 4.217  0.5184
N: 0.229 -1.990 2.067  0.4971
C: 0.400 0.509 -2.640  0.3903
C: 0.527 1.245 4.543  -0.6117
C: 0.821 2.260 -4.252  -1.2227
H: 4.881 -1.104 0.685  0.5785
H: -1.604 1.422 6.194  0.5430
N: 1.319 1.689 0.853  0.2910
C: 0.367 -5.193 -1.563  -0.7164
C: -0.721 -4.723 -0.835  -0.9127
H: -4.575 0.562 3.213  0.5267
C: 3.578 2.555 0.305  -0.7630
C: -0.262 -2.473 -1.602  0.0719
C: 0.830 -2.957 -2.331  -0.3451
C: -0.071 1.445 -3.566  -0.3588
H: 6.447 0.752 0.118  0.4892
C: 2.670 1.224 -3.101  -1.1764
H: -2.771 1.668 -1.702  0.4792
C: -0.706 -4.054 2.806  -0.8479
C: 4.918 2.263 0.136  -0.7834
C: 2.698 1.519 0.627  0.7085
C: -3.223 1.000 4.839  -0.5292
H: -3.998 1.120 5.584  0.4515
H: 0.735 1.007 5.584  0.5613
C: -2.648 -0.424 -2.248  0.2278
C: 0.999 3.071 -1.136  0.3473
H: -2.738 0.242 1.588  0.8230
C: 0.426 -4.740 2.423  -0.5691
C: -3.547 0.679 3.528  -0.7733
C: -3.278 0.824 -2.161  -0.2352
C: -4.607 -1.326 -3.325  -0.7252
H: 3.223 3.574 0.242  0.6007
N: 2.177 -0.728 1.083  1.8799
H: -0.660 3.020 1.861  0.3749
H: 2.879 2.791 -4.556  0.4413

Computed properties:
- highest occupied orbital energy (alpha / beta) (eV) = -15.997 / -15.997
- total charge = +3
- gap between HOMO and LUMO (alpha / beta) (eV) = 5.07 / 5.07

2.
The following is a DFT calculation (the ωB97M-V functional and the def2-TZVPD basis) of a structure of composition C42H35N5O2PtSTe at a distorted geometry.

Each line ends with the Mulliken charge.
Geometry (Å):
N: 0.074 -2.030 -0.016  -0.6892
H: -1.999 -6.781 0.746  0.4505
H: -3.041 6.344 1.985  0.3975
H: 3.986 2.201 -0.489  0.2305
H: 0.155 -4.279 3.195  0.4454
H: 0.115 -8.059 0.605  0.3708
C: 0.433 -1.632 5.202  -0.2526
C: 0.517 -0.861 2.871  -0.5966
H: 0.679 -2.223 -1.995  0.5026
Pt: -0.140 -0.045 -0.249  0.3995
C: -0.040 1.196 6.034  0.2374
C: 1.384 -4.931 0.886  0.4399
C: 0.549 -0.608 4.295  0.9066
H: 0.424 -3.765 -1.195  0.5082
H: -1.779 0.029 5.582  0.2537
O: 1.508 1.573 4.308  -0.6269
C: -2.504 -0.409 2.743  -0.8119
C: 0.198 -4.213 0.950  -1.2923
C: 0.311 -2.980 4.832  -0.3090
O: 0.587 0.077 2.052  -0.5260
C: -1.141 6.304 -0.818  -0.8024
C: -0.933 4.940 -0.930  -0.2025
C: 0.213 -2.712 1.099  0.8436
H: -2.048 7.883 0.321  0.3906
H: -5.799 1.717 -1.321  0.4724
C: 0.334 -2.250 2.474  1.8874
C: -3.306 -0.575 -0.646  0.7524
C: 1.353 -6.312 0.759  -0.8476
C: -1.334 0.743 6.264  0.4239
C: 0.523 2.126 6.900  -0.6565
C: -4.191 -2.367 1.351  -1.7067
H: -1.943 -4.320 0.993  0.4182
C: -1.049 -6.264 0.774  -1.0115
C: -4.659 -0.016 -1.004  -1.4019
Te: -2.242 -0.996 -2.389  0.1966
N: -0.251 1.960 -0.254  0.5387
H: -1.823 0.278 3.228  0.9924
H: -2.052 2.489 9.070  0.3884
C: -1.386 -2.855 -1.853  -0.7941
C: 0.267 -3.243 3.484  -0.6983
C: -1.490 2.129 8.218  -0.3929
H: -2.702 -1.747 4.355  0.4405
C: -1.897 6.815 0.231  -0.3566
H: -0.329 4.544 -1.735  0.4525
C: -1.360 2.598 -0.107  1.2687
H: -2.705 3.911 1.764  0.4703
H: -4.088 0.284 1.529  0.4871
H: -5.452 -0.708 -1.252  0.4934
H: -3.078 0.870 7.505  0.4134
H: -2.257 -1.940 0.615  -0.5727
C: -2.600 1.788 -0.179  -0.8000
C: -3.724 2.226 -0.748  -0.1367
H: 2.331 -4.407 0.946  0.5075
H: -0.693 -4.652 5.777  0.3384
C: -3.094 -0.171 1.400  -0.8762
H: -1.390 -3.441 -2.771  0.6367
C: -0.194 2.580 7.996  -0.5971
H: -2.056 -3.345 -1.149  0.1178
C: -2.455 5.954 1.164  -0.8579
S: 2.054 0.334 -0.926  -0.6554
C: 0.137 -6.981 0.701  -0.5053
H: 0.269 -3.666 6.869  0.3887
C: -1.019 -4.881 0.900  0.6667
H: 0.464 -1.393 6.262  0.4342
N: 0.901 2.723 -0.259  -1.3048
H: -4.882 -3.049 0.873  0.4660
C: 1.967 2.012 -0.536  0.6664
H: -0.706 6.975 -1.547  0.3949
C: -2.262 4.585 1.041  0.0747
H: 2.281 -6.868 0.713  0.4184
H: 1.061 -4.783 5.769  0.3432
C: 0.232 -4.078 5.860  -1.8175
C: -1.495 4.070 0.002  -0.2540
H: -3.799 3.258 -1.065  0.5900
C: -4.000 -2.372 2.680  -0.9640
H: 0.253 3.294 8.676  0.3879
N: -2.479 0.410 0.173  1.2407
N: 3.130 2.721 -0.564  -0.4651
C: -3.244 -1.468 0.627  1.4221
C: -4.844 1.301 -1.027  -1.0920
C: 0.749 0.774 4.809  -0.1970
C: 0.030 -2.757 -1.301  -0.6359
H: 3.101 3.634 -0.144  0.2414
C: -2.065 1.217 7.345  -0.8420
C: -3.002 -1.497 3.345  -0.1528
H: -4.566 -3.054 3.302  0.4351
H: 1.522 2.487 6.694  0.4581

Computed properties:
- highest occupied orbital energy (eV) = -6.552
- total charge = 0
- energy relative to the best compared isomer or geometry (same formula, charge and spin) (eV) = 3.995
- gap between HOMO and LUMO (eV) = 6.30

Calculated total energy in Eh, matching the order above: -4127.2602, -2831.1560